{"formula": "C38H96BrI2N3O29P7", "method": "ωB97M-V with the def2-TZVPD basis set", "charge": 1, "lumo_energy_ev": -5.399, "e_above_lowest_kj_mol": 3099.0, "homo_lumo_gap_ev": 4.8392, "e_homo_ev": -10.24, "species": ["C", "O", "C", "C", "C", "C", "C", "C", "C", "C", "C", "C", "C", "C", "N", "C", "N", "C", "I", "C", "C", "I", "N", "Br", "H", "H", "H", "H", "H", "H", "H", "H", "H", "H", "H", "H", "H", "H", "H", "H", "H", "H", "H", "H", "H", "H", "H", "H", "H", "H", "H", "H", "H", "H", "H", "H", "H", "C", "O", "P", "O", "O", "C", "O", "C", "H", "H", "H", "H", "H", "H", "H", "H", "H", "C", "O", "P", "O", "O", "C", "O", "C", "H", "H", "H", "H", "H", "H", "H", "H", "H", "C", "O", "P", "O", "O", "C", "O", "C", "H", "H", "H", "H", "H", "H", "H", "H", "H", "C", "O", "P", "O", "O", "C", "O", "C", "H", "H", "H", "H", "H", "H", "H", "H", "H", "C", "O", "P", "O", "O", "C", "O", "C", "H", "H", "H", "H", "H", "H", "H", "H", "H", "C", "O", "P", "O", "O", "C", "O", "C", "H", "H", "H", "H", "H", "H", "H", "H", "H", "C", "O", "P", "O", "O", "C", "O", "C", "H", "H", "H", "H", "H", "H", "H", "H", "H"], "coordinates": [[-4.02052, 2.73804, 3.64909], [-5.25971, 1.95606, 3.49575], [-5.53406, 1.68721, 2.04489], [-5.48973, 0.08185, 1.68620], [-3.92937, -0.26368, 1.25832], [-3.85526, -1.85448, 0.83863], [-2.28727, -2.33816, 1.14572], [-2.17619, -3.98544, 1.37913], [-0.54385, -4.33337, 1.29699], [-0.20721, -5.40686, 2.50114], [1.44549, -5.37594, 2.71986], [2.19172, -6.30498, 1.55093], [3.75771, -5.81604, 1.50968], [4.42531, -5.75232, 0.01286], [3.51324, -5.23598, -1.07686], [3.51094, -3.70259, -1.14075], [4.26621, -2.87329, -2.15553], [5.66505, -2.51607, -1.70513], [6.13562, -0.56835, -0.72160], [6.87565, -3.41039, -1.90341], [8.41072, -2.98079, -1.44387], [6.68605, -5.39184, -2.87483], [2.68772, -3.08305, -0.19279], [2.42489, -1.23171, -0.04523], [-3.06704, 2.04045, 3.57164], [-4.02055, 3.23597, 4.72407], [-3.91405, 3.62434, 2.86038], [-4.83439, 2.33397, 1.35686], [-6.66138, 2.04361, 1.88756], [-6.15826, -0.11723, 0.71796], [-5.88266, -0.60604, 2.57458], [-3.58679, 0.46132, 0.39319], [-3.20949, -0.11743, 2.17191], [-4.06665, -1.98537, -0.32112], [-4.61539, -2.47133, 1.50953], [-1.85341, -1.82565, 2.11438], [-1.59655, -2.03761, 0.24165], [-2.71342, -4.55264, 0.48761], [-2.57062, -4.32619, 2.42986], [-0.28396, -4.74270, 0.22575], [0.05865, -3.32157, 1.43657], [-0.71366, -5.11782, 3.51789], [-0.45719, -6.51545, 2.15388], [1.85169, -4.25821, 2.65960], [1.74632, -5.75628, 3.80473], [1.63034, -6.25890, 0.52406], [2.13560, -7.41667, 1.97287], [4.38776, -6.62703, 2.11744], [3.88902, -4.76344, 2.02413], [5.43834, -5.15305, 0.01609], [4.71077, -6.87321, -0.28141], [3.74880, -5.63350, -2.01789], [4.30256, -3.45222, -3.03932], [8.57666, -3.13446, -0.27849], [9.22871, -3.67649, -1.96563], [8.69961, -1.87555, -1.79083], [2.14171, -3.68867, 0.49184], [-4.67370, -8.10561, -2.58244], [-3.90157, -8.20035, -1.39261], [-2.18582, -7.98637, -1.33470], [-2.32933, -6.70780, -2.17274], [-1.91397, -9.25973, -2.34590], [-2.72855, -10.40123, -2.49970], [-0.47004, -7.77227, -1.27677], [0.21844, -7.43266, -2.46804], [-5.50187, -7.42902, -2.39343], [-4.09640, -7.77033, -3.43752], [-5.10659, -9.08644, -2.79530], [-3.28625, -10.28500, -3.42027], [-3.40427, -10.57068, -1.65553], [-2.09401, -11.28340, -2.61949], [-0.00946, -6.40436, -2.77287], [-0.01676, -8.12195, -3.28218], [1.29687, -7.48936, -2.27257], [3.57379, 2.71069, 0.44694], [2.33841, 3.39262, 0.61922], [1.90018, 4.24957, 2.05676], [3.27343, 4.93643, 2.05122], [1.98644, 2.89123, 2.98699], [1.76452, 1.56448, 2.56191], [1.46198, 5.10665, 3.49429], [2.39737, 5.18685, 4.55592], [4.00901, 3.03484, -0.49373], [4.26776, 2.87658, 1.26410], [3.37036, 1.64101, 0.35136], [2.73071, 1.08796, 2.45510], [1.19294, 1.49551, 1.63106], [1.22471, 1.02145, 3.34227], [3.23634, 5.84101, 4.29050], [2.77127, 4.20099, 4.84149], [1.89556, 5.62781, 5.42665], [6.68340, -1.55201, -5.02024], [5.94253, -1.87613, -6.18939], [5.83597, -0.85288, -7.58025], [7.35989, -0.66819, -7.54591], [5.13089, 0.36784, -6.72552], [4.32480, 0.23376, -5.57554], [5.72950, 0.17035, -8.97122], [6.45766, 1.38611, -8.98452], [7.32215, -2.39715, -4.78129], [7.27346, -0.64816, -5.12861], [5.98541, -1.43539, -4.18721], [4.92953, 0.49963, -4.71786], [3.90075, -0.76812, -5.45564], [3.50449, 0.95482, -5.62426], [7.53432, 1.19720, -9.07036], [6.25617, 1.98851, -8.09582], [6.15093, 1.96351, -9.86597], [8.94911, 3.60853, -6.36863], [7.71373, 4.29046, -6.19635], [7.27550, 5.14741, -4.75881], [8.64875, 5.83427, -4.76435], [7.36176, 3.78907, -3.82858], [7.13984, 2.46233, -4.25366], [6.83729, 6.00449, -3.32128], [7.77269, 6.08469, -2.25965], [9.38433, 3.93268, -7.30930], [9.64308, 3.77442, -5.55147], [8.74568, 2.53886, -6.46421], [8.10603, 1.98581, -4.36047], [6.56826, 2.39336, -5.18451], [6.60003, 1.91929, -3.47330], [8.61166, 6.73885, -2.52507], [8.14659, 5.09883, -1.97408], [7.27087, 6.52565, -1.38892], [-1.32937, 4.73498, -7.73041], [-1.60960, 3.57560, -6.95700], [-0.97392, 3.29411, -5.37284], [-1.37766, 4.71995, -4.97083], [0.58473, 3.31193, -5.90964], [1.03583, 2.95134, -7.19676], [-0.33832, 3.01267, -3.78857], [0.47230, 4.00854, -3.18891], [-2.27340, 5.14450, -8.07748], [-0.76795, 5.48478, -7.18319], [-0.76785, 4.43350, -8.61841], [1.24339, 3.86462, -7.73975], [0.32635, 2.32551, -7.74715], [1.98143, 2.40976, -7.10873], [-0.12462, 4.88579, -2.91258], [1.29398, 4.30963, -3.84272], [0.90207, 3.59609, -2.26716], [-8.24819, 1.10383, 5.65804], [-8.52842, -0.05556, 6.43145], [-7.89274, -0.33704, 8.01561], [-8.29647, 1.08880, 8.41762], [-6.33409, -0.31923, 7.47882], [-5.88299, -0.67982, 6.19169], [-7.25713, -0.61848, 9.59988], [-6.44651, 0.37739, 10.19955], [-9.19222, 1.51335, 5.31097], [-7.68676, 1.85363, 6.20526], [-7.68667, 0.80234, 4.77005], [-5.67543, 0.23347, 5.64871], [-6.59247, -1.30564, 5.64131], [-4.93739, -1.22140, 6.27972], [-7.04344, 1.25464, 10.47588], [-5.62484, 0.67847, 9.54573], [-6.01675, -0.03507, 11.12129], [-9.31456, 4.16131, 7.52333], [-9.51313, 5.48700, 7.99660], [-9.51304, 6.88622, 6.97921], [-10.45774, 6.16455, 6.00741], [-7.95676, 6.63293, 6.49788], [-6.94121, 5.99035, 7.23677], [-9.51308, 8.28548, 5.96177], [-9.35677, 8.11562, 4.56349], [-10.11590, 3.54090, 7.91357], [-9.27749, 4.09809, 6.44098], [-8.38161, 3.77770, 7.94425], [-6.82273, 4.99278, 6.83327], [-7.14273, 5.95254, 8.31190], [-5.99441, 6.51366, 7.07882], [-10.25072, 7.65963, 4.12171], [-8.47665, 7.51431, 4.32453], [-9.22915, 9.10537, 4.10683]]}